ORCA calculation (ωB97M-V with the def2-TZVPD basis set) on a 2-piece molecular cluster, C3H9BO2 overall at a distorted geometry.

Summary:
LUMO level (alpha / beta) in Ha: 0.0206 / -0.0793
Expectation value of S²: 2.00
Relative energy (zero: lowest compared OMol25 entry of this formula, charge and spin) in kcal per mole: 14.0
Gap between HOMO and LUMO (alpha / beta) in eV: 4.569 / 9.337
HOMO (alpha / beta) in eV: -4.0075 / -11.4950
Max |F| in eV Å⁻¹: 4.53

```
! wB97M-V def2-TZVPD RIJCOSX def2/J DEFGRID3
* xyz 0 3
B -1.29409 -1.92034 -1.10849
C 0.77035 1.46177 1.00714
C 0.16433 0.13403 0.63947
C 0.44208 -0.19372 -0.83692
O -2.38826 -1.30438 -0.66966
O -0.02369 -1.60508 -1.11694
H -1.30259 -3.36314 -1.99917
H 1.77504 1.40357 1.05668
H 0.56020 2.19999 0.29642
H 0.52352 1.71217 1.93311
H -0.89016 -0.11495 0.91174
H 0.65010 -0.65311 1.15547
H 0.02537 0.38153 -1.69538
H 1.51451 -0.35395 -0.96313
H -3.15765 -1.81780 -0.92700
*
```



ORCA calculation (ωB97M-V with the def2-TZVPD basis set) on C7H15AsIN3S5Ti as an isolated structure at a distorted geometry.

Summary:
LUMO level (alpha / beta) in Ha: 0.0853 / 0.0367
Expectation value of S²: 0.76
Relative energy (zero: lowest compared OMol25 entry of this formula, charge and spin) in kcal per mole: 53.1
Gap between HOMO and LUMO (alpha / beta) in eV: 7.567 / 6.181
HOMO (alpha / beta) in eV: -5.2454 / -5.1816
Max |F| in eV Å⁻¹: 2.60

```
! wB97M-V def2-TZVPD RIJCOSX def2/J DEFGRID3
* xyz -1 2
Ti 0.43824 0.26701 -1.18823
C -0.13383 -0.94407 1.66968
C 0.42179 0.42654 1.88851
N -0.06573 1.28812 0.74916
C 0.63935 2.53400 0.73330
C 2.16450 2.35259 0.55057
S 2.59512 0.80856 -0.28654
C 1.63161 -1.51599 -1.37482
C 1.21246 -2.07397 -0.03925
N -0.07088 -1.28424 0.25947
H 0.44703 -1.62951 2.28802
H -1.19203 -1.07762 2.03615
H 1.46943 0.59443 1.93344
H 0.17502 0.72620 2.95989
H -1.07819 1.37903 0.74377
H 0.23285 3.04925 -0.17976
H 0.32527 3.13318 1.56707
H 2.51043 3.26279 0.03464
H 2.73429 2.41022 1.48486
H 1.50392 -2.17023 -2.19442
H 2.72974 -1.26783 -1.41319
H 1.04045 -3.18916 0.00148
H 1.97777 -1.84595 0.70403
H -0.88446 -1.82012 0.01644
S -3.11493 -2.17801 -0.08971
As -3.30246 0.02520 -0.02676
S -1.90836 0.91220 -1.45679
S -3.42351 0.89798 1.85453
S -5.18652 -0.13547 -0.98394
N -1.40417 -1.74217 -2.99385
C -0.77774 -1.03866 -2.31351
H -2.36612 -1.77292 -3.35352
I 0.65967 1.61860 -3.58071
*
```



ORCA calculation (ωB97M-V with the def2-TZVPD basis set) on a 2-piece molecular cluster, C5H12O2 overall at a distorted geometry.

Summary:
LUMO level (alpha / beta) in Ha: -0.1606 / -0.3047
Expectation value of S²: 0.76
Relative energy (zero: lowest compared OMol25 entry of this formula, charge and spin) in kcal per mole: 0.0
Gap between HOMO and LUMO (alpha / beta) in eV: 9.935 / 5.951
HOMO (alpha / beta) in eV: -14.3051 / -14.2421
Max |F| in eV Å⁻¹: 1.44

```
! wB97M-V def2-TZVPD RIJCOSX def2/J DEFGRID3
* xyz 1 2
C 0.33806 -1.63277 2.01986
C -0.74797 -0.80946 2.23672
O -1.47909 -0.94836 3.29012
H 0.92241 -1.48510 1.12383
H 0.59539 -2.41025 2.73080
H -1.05323 -0.03423 1.54072
H -2.13755 -0.22251 3.34484
C 0.21519 1.69729 -0.47940
C 0.43694 0.31947 -1.06372
C 0.56636 0.33982 -2.57957
O -0.70087 -0.48843 -0.67838
H 0.17993 1.67273 0.61225
H -0.73666 2.09396 -0.83421
H 1.01184 2.37518 -0.77302
H 1.34769 -0.12817 -0.63878
H 1.35922 1.02698 -2.87063
H -0.37726 0.66579 -3.01364
H 0.80420 -0.65472 -2.95748
H -0.54458 -1.37723 -1.01029
*
```



ORCA calculation (ωB97M-V with the def2-TZVPD basis set) on C12H14O2 as an isolated structure at a distorted geometry.

Summary:
LUMO level (alpha / beta) in Ha: 0.0202 / -0.1185
Expectation value of S²: 2.02
Relative energy (zero: lowest compared OMol25 entry of this formula, charge and spin) in kcal per mole: 21.5
Gap between HOMO and LUMO (alpha / beta) in eV: 5.057 / 4.647
HOMO (alpha / beta) in eV: -4.5063 / -7.8720
Max |F| in eV Å⁻¹: 6.84

```
! wB97M-V def2-TZVPD RIJCOSX def2/J DEFGRID3
* xyz 0 3
C 3.11929 0.22833 0.37247
C 2.99606 1.54916 0.06440
C 1.79374 -0.36072 0.17087
C 1.00759 0.65192 -0.13303
C -1.46864 1.52010 0.31145
C 1.18347 -1.67319 0.26892
C -1.83530 0.84529 1.63031
C -0.13351 -1.87851 -0.51679
C -1.49160 -0.69535 1.38823
C -1.27269 -0.86245 -0.11367
C -0.93843 0.54126 -0.61929
C -1.02252 0.83283 -2.08231
O -1.54594 2.69567 0.04557
O 1.67580 1.85656 -0.28731
H 4.01722 -0.32278 0.63592
H 3.57318 2.44744 0.26017
H 2.00487 -2.29941 -0.23138
H 1.01926 -1.99741 1.21994
H -1.34615 1.39278 2.43982
H -2.89621 0.88580 1.72216
H -0.24851 -1.83664 -1.63951
H -0.42903 -2.92763 -0.43424
H -0.43956 -0.90483 1.81188
H -2.16719 -1.39147 1.88990
H -2.11533 -1.03021 -0.72400
H -0.26847 0.25087 -2.69475
H -0.80210 1.94561 -2.10949
H -1.96933 0.53696 -2.64625
*
```